1.
Entry from the Open Molecules 2025 dataset: 2 unconnected molecules or ions with the total composition C5H12NO2 in a non-equilibrium geometry (the ωB97M-V functional and the def2-TZVPD basis).

Geometry as ORCA input:
```
! wB97M-V def2-TZVPD RIJCOSX def2/J DEFGRID3
* xyz 1 1
O -2.551 0.024 0.790
C -2.228 0.515 1.864
C -0.881 0.636 2.380
C 0.491 0.401 1.395
C 0.300 -0.547 0.389
C 1.224 -1.113 -0.459
N 0.573 -2.143 -1.345
H -2.935 1.097 2.408
H -0.715 1.685 2.901
H -0.591 -0.137 3.163
H 0.726 1.340 1.195
H 1.213 0.227 2.223
H -0.725 -0.875 0.107
H 2.133 -0.771 -0.741
H 0.625 -1.796 -2.285
H -0.339 -2.311 -0.930
H 0.975 -3.129 -1.397
H 1.693 2.435 -4.000
H 0.129 2.557 -3.959
O 0.884 1.905 -3.699
*
```

Summary:
HOMO energy: -13.25 eV
DFT total energy: -10954.92102 eV
energy above the lowest of the compared OMol25 structures with the same formula, charge and spin: 3.698 eV

***

2.
Entry from the Open Molecules 2025 dataset: a molecular structure, C53H55ClN5O5W in a non-equilibrium geometry (the ωB97M-V functional and the def2-TZVPD basis).

Geometry as ORCA input:
```
! wB97M-V def2-TZVPD RIJCOSX def2/J DEFGRID3
* xyz -1 1
W -0.678 -0.677 -0.400
C -4.971 -0.645 -2.501
O -5.594 -0.689 -1.217
C -4.893 -0.514 -0.055
C -5.647 -0.102 1.030
C -5.108 -0.017 2.313
C -3.779 -0.346 2.514
C -2.982 -0.705 1.427
C -1.534 -1.105 1.528
N -0.559 -0.007 1.589
N 0.730 -0.462 1.956
C 1.621 -0.237 0.955
O 1.153 0.259 -0.193
C 2.935 -0.657 1.134
C 3.822 -2.967 0.607
C 5.024 -3.118 1.492
C 5.313 -2.292 2.510
C 4.564 -1.154 3.008
C 3.465 -0.558 2.447
C -3.525 -0.797 0.126
O -2.710 -1.139 -0.859
H -5.674 -1.116 -3.184
H -4.023 -1.169 -2.521
H -4.821 0.391 -2.814
H -6.692 0.125 0.848
H -5.728 0.298 3.143
H -3.355 -0.308 3.510
H -1.312 -1.867 2.260
H 3.977 -3.595 -0.273
H 5.708 -3.930 1.271
H 6.210 -2.535 3.078
H 4.871 -0.779 3.979
H 2.928 0.132 3.098
C 2.443 3.133 0.847
C 1.039 3.212 1.451
C 0.498 4.644 1.417
C 1.013 2.649 2.857
C 1.913 3.115 3.808
C 1.944 2.577 5.084
C 1.077 1.552 5.427
C 0.151 1.071 4.509
C -0.765 -0.071 4.890
C -1.733 0.337 6.002
C 0.037 -1.322 5.253
C 0.121 1.653 3.243
N -0.857 1.232 2.264
C -1.834 2.070 1.871
O -2.244 2.964 2.583
C -2.322 2.031 0.422
C -3.326 2.941 0.159
C -3.759 3.116 -1.140
C -3.157 2.371 -2.125
C -2.183 1.453 -1.776
N -1.737 1.293 -0.526
C -1.495 0.701 -2.893
O -1.761 1.036 -4.039
N -0.581 -0.210 -2.502
C 0.324 -0.537 -3.576
C 1.484 0.222 -3.733
C 2.356 -0.131 -4.759
C 2.075 -1.184 -5.616
C 0.887 -1.882 -5.478
C -0.013 -1.561 -4.467
C -1.353 -2.274 -4.409
C -2.277 -1.765 -5.522
C -1.206 -3.794 -4.496
C 1.766 1.460 -2.898
C 3.201 1.513 -2.375
C 1.435 2.717 -3.712
H 2.408 3.433 -0.203
H 2.841 2.115 0.895
H 3.138 3.804 1.361
H 0.407 2.586 0.820
H 1.164 5.314 1.969
H -0.497 4.712 1.867
H 0.440 5.003 0.385
H 2.614 3.896 3.538
H 2.662 2.945 5.808
H 1.127 1.110 6.416
H -1.358 -0.314 4.013
H -1.192 0.582 6.921
H -2.424 -0.481 6.226
H -2.316 1.214 5.709
H 0.692 -1.137 6.109
H 0.653 -1.636 4.408
H -0.637 -2.143 5.516
H -3.723 3.493 0.996
H -4.537 3.832 -1.376
H -3.402 2.452 -3.174
H 3.268 0.437 -4.896
H 2.773 -1.446 -6.403
H 0.648 -2.679 -6.173
H -1.821 -2.027 -3.458
H -1.860 -2.010 -6.504
H -2.399 -0.683 -5.463
H -3.260 -2.238 -5.445
H -0.857 -4.102 -5.485
H -2.172 -4.276 -4.324
H -0.498 -4.180 -3.759
H 1.120 1.433 -2.022
H 3.933 1.516 -3.187
H 3.408 0.670 -1.713
H 3.353 2.427 -1.798
H 2.146 2.834 -4.537
H 1.503 3.607 -3.080
H 0.430 2.666 -4.138
Cl 0.083 -3.990 2.015
C 1.280 -3.244 0.925
C 2.547 -3.439 1.285
C 3.627 -1.480 0.071
C 2.895 -1.666 -1.235
C 1.695 -2.225 -1.372
C 0.728 -2.601 -0.309
C -0.617 -2.827 -0.737
H 2.698 -3.980 2.212
H 4.629 -1.088 -0.114
H 3.426 -1.416 -2.149
H 1.324 -2.357 -2.376
H -1.249 -3.419 -0.093
H -0.742 -3.046 -1.789
*
```

Summary:
HOMO energy (alpha / beta): -3.50 / -3.50 eV
DFT total energy: -87889.57310 eV